{
  "formula": "C17H10F5NO5SSeTeV",
  "method": "ωB97M-V/def2-TZVPD",
  "symbols": ["V", "O", "C", "O", "C", "C", "C", "C", "C", "N", "C", "O", "O", "H", "H", "H", "H", "H", "F", "C", "C", "F", "C", "F", "C", "Se", "C", "F", "C", "F", "Te", "C", "C", "C", "C", "S", "H", "H", "H", "O", "H", "H"],
  "xyz": [[-0.48, -0.07, -0.34], [1.55, 0.10, 3.06], [0.74, 0.29, 2.06], [0.50, -0.56, 1.18], [0.08, 1.57, 1.88], [0.09, 2.73, 2.64], [-0.63, 3.82, 2.18], [-1.28, 3.77, 0.95], [-1.23, 2.59, 0.23], [-0.60, 1.50, 0.72], [-1.71, 2.23, -1.10], [-2.34, 3.02, -1.92], [-1.43, 1.07, -1.46], [1.96, -0.78, 3.03], [0.65, 2.77, 3.57], [-0.67, 4.73, 2.77], [-1.80, 4.64, 0.58], [-2.48, 3.91, -1.56], [4.94, 1.55, -4.30], [3.95, 0.86, -3.74], [3.48, -0.30, -4.34], [4.01, -0.71, -5.48], [2.45, -1.00, -3.75], [2.00, -2.11, -4.33], [1.84, -0.58, -2.56], [0.37, -1.58, -1.86], [2.35, 0.57, -2.00], [1.80, 1.04, -0.85], [3.38, 1.30, -2.56], [3.80, 2.42, -1.97], [-2.77, -1.03, 0.29], [-2.27, -2.44, 1.76], [-2.45, -2.31, 3.11], [-2.08, -3.48, 3.83], [-1.64, -4.47, 3.02], [-1.67, -4.01, 1.37], [-2.84, -1.42, 3.57], [-2.14, -3.57, 4.90], [-1.30, -5.46, 3.30], [-1.99, -3.23, -1.72], [-1.82, -4.17, -1.55], [-2.36, -3.18, -2.61]],
  "nbo_charge": [0.75, -0.60, 0.79, -0.58, 0.03, -0.11, -0.19, -0.13, 0.00, -0.44, 0.78, -0.58, -0.57, 0.53, 0.26, 0.25, 0.24, 0.51, -0.27, 0.29, 0.28, -0.27, 0.34, -0.28, -0.32, 0.19, 0.28, -0.33, 0.31, -0.29, 0.38, -0.52, -0.28, -0.26, -0.41, 0.46, 0.23, 0.23, 0.25, -0.96, 0.49, 0.49],
  "lumo_ev": [-4.68, -4.92],
  "homo_energy_ev": [-9.979, -10.558],
  "s_squared": 2.089,
  "charge": 1,
  "fmax_ev_per_a": 2.92,
  "e_tot_ha": -5595.512652,
  "e_above_lowest_kcal_mol": 32.3,
  "multiplicity": 3,
  "homo_lumo_gap_ev": [5.3, 5.6]
}